Record 1
10
Properties=species:S:1:pos:R:3:lowdin_charge:R:1 method="wB97M-V/def2-TZVPD" homo_lumo_gap_ev=10.13 charge=0 e_above_lowest_kcal_mol=60.83
O 1.66446 0.61006 -0.75221 0.004
C 0.50619 0.93671 -1.02823 -0.299
N -0.51994 0.59285 -0.24247 0.000
C -0.25651 -0.21272 0.91018 -0.206
C -0.33231 -1.61907 0.69432 -0.283
N -0.31692 -2.76073 0.51468 0.126
H 0.27983 1.50644 -1.93378 0.148
H -1.43058 0.90575 -0.49209 0.135
H 1.25902 -0.07048 0.54562 0.260
H -0.85323 0.11119 1.78395 0.115

---

Record 2
10
Properties=species:S:1:pos:R:3:lowdin_charge:R:1 method="wB97M-V/def2-TZVPD" homo_lumo_gap_ev=10.12 charge=0 e_above_lowest_kcal_mol=99.40
H 1.45385 -0.29503 -1.98651 0.080
N 0.46025 0.09985 -2.08253 0.147
C 0.24942 0.01463 -0.83071 -0.432
C 0.96148 -0.24572 0.40010 -0.090
C 0.36075 -0.03048 1.52878 -0.085
N -1.02179 0.13183 1.18441 0.023
O -1.05512 -0.04575 -0.25111 -0.065
H 1.94496 -0.64420 0.09154 0.121
H 0.89787 0.14085 2.52637 0.153
H -1.35482 1.11213 1.07535 0.148

---

Record 3
10
Properties=species:S:1:pos:R:3:lowdin_charge:R:1 method="wB97M-V/def2-TZVPD" homo_lumo_gap_ev=9.46 charge=0 e_above_lowest_kcal_mol=106.68
O -2.46108 -1.29568 0.66634 0.173
C -1.32018 -1.51578 0.56904 -0.365
N -0.44463 1.04652 -1.27643 0.094
C 0.53166 0.96865 -0.48557 -0.476
C 1.36047 0.26836 0.32914 0.077
N -0.11278 -1.70107 0.61870 0.153
H -0.47858 1.91682 -1.79913 0.052
H 1.42964 1.72625 -0.33331 0.152
H 1.26410 0.52747 1.38902 0.042
H 0.40030 -2.19624 -0.09372 0.098

---

Record 4
10
Properties=species:S:1:pos:R:3:lowdin_charge:R:1 method="wB97M-V/def2-TZVPD" homo_lumo_gap_ev=9.57 charge=0 e_above_lowest_kcal_mol=108.21
N -1.79212 -0.18771 -0.10399 0.141
C -0.44862 -0.00994 0.01000 -0.352
N 0.50355 -1.11740 0.27906 0.082
O 1.40387 -1.07425 -0.90254 -0.003
C 1.51055 -0.10260 0.09948 -0.323
C 0.46910 0.96642 -0.06628 0.027
H -2.36204 0.62883 0.05940 0.104
H -2.18032 -1.05201 0.24230 0.101
H 2.41974 -0.06918 0.69388 0.139
H 0.47629 2.01785 -0.31132 0.085

---

Record 5
10
Properties=species:S:1:pos:R:3:lowdin_charge:R:1 method="wB97M-V/def2-TZVPD" homo_lumo_gap_ev=10.01 smiles=Oc1cc[nH]n1 charge=0 e_above_lowest_kcal_mol=25.08
O 2.23456 0.15541 -0.24359 0.065
C 0.90031 0.01599 -0.11660 -0.439
C -0.04551 1.05362 0.03425 -0.019
C -1.22484 0.39666 0.26121 -0.112
N -0.95836 -0.92909 0.21053 -0.044
N 0.34451 -1.17715 -0.06100 0.077
H 2.58580 -0.74332 -0.33895 0.112
H -0.00546 2.09302 -0.25058 0.102
H -2.20434 0.79017 0.49531 0.114
H -1.62669 -1.65530 0.00943 0.146

---

Record 6
10
Properties=species:S:1:pos:R:3:lowdin_charge:R:1 method="wB97M-V/def2-TZVPD" homo_lumo_gap_ev=9.88 charge=0 e_above_lowest_kcal_mol=90.20
O -1.42749 0.33152 1.62013 0.118
C -0.53236 -0.11769 0.75095 -0.446
C -0.18832 0.47230 -0.54981 -0.138
N 0.14101 -0.65863 -1.45986 0.101
C 0.96679 -0.48766 -0.31692 -0.299
N 0.31649 -1.08491 0.86756 0.156
H -1.37657 -0.24842 2.39592 0.127
H -0.14072 1.50676 -0.87233 0.137
H 0.60290 -0.27080 -2.28105 0.104
H 1.78628 0.20165 -0.23276 0.139

---

Record 7
10
Properties=species:S:1:pos:R:3:lowdin_charge:R:1 method="wB97M-V/def2-TZVPD" homo_lumo_gap_ev=9.28 smiles=Oc1cnc[nH]1 charge=0 e_above_lowest_kcal_mol=30.81
O 0.03050 -0.17328 2.01312 0.043
C 0.31541 0.17772 0.72432 -0.385
C 1.24611 -0.28788 -0.16017 -0.099
N 0.71843 -0.26056 -1.43117 0.050
C -0.48252 0.25011 -1.30777 -0.213
N -0.74943 0.60917 -0.02816 0.102
H -0.49513 -0.96924 1.82182 0.120
H 2.22613 -0.68767 0.06588 0.107
H -1.25800 0.25969 -2.05984 0.114
H -1.55150 1.08193 0.36197 0.160

---

Record 8
10
Properties=species:S:1:pos:R:3:lowdin_charge:R:1 method="wB97M-V/def2-TZVPD" homo_lumo_gap_ev=9.05 smiles=Oc1cn[nH]c1 charge=0 e_above_lowest_kcal_mol=90.49
O 1.76681 -0.52698 -0.33814 -0.050
C 0.87355 0.36525 0.37266 -0.278
C 0.04486 1.25442 -0.40028 -0.125
N -1.19494 0.81430 -0.46535 0.042
N -1.20921 -0.31829 0.30634 -0.004
C -0.03035 -0.55681 0.87282 -0.079
H 1.15989 -0.78296 -1.06130 0.098
H 0.29653 2.18043 -0.91213 0.109
H -1.92668 -1.00948 0.15299 0.152
H 0.21953 -1.41988 1.47239 0.134

---

Record 9
10
Properties=species:S:1:pos:R:3:lowdin_charge:R:1 method="wB97M-V/def2-TZVPD" homo_lumo_gap_ev=9.78 charge=0 e_above_lowest_kcal_mol=57.88
O -1.42604 1.64127 0.26732 0.001
C -0.48974 0.85683 0.11893 -0.624
C -0.91469 -0.58857 0.01130 -0.102
N 0.27710 -1.47600 -0.16707 0.062
C 1.33867 -0.87180 -0.18521 0.064
N 0.83728 0.99828 0.03139 0.109
H -1.45498 -0.84595 0.92972 0.131
H -1.59560 -0.67326 -0.84367 0.130
H 2.42180 -1.01948 -0.27609 0.112
H 1.11101 1.99889 0.10850 0.116

---

Record 10
10
Properties=species:S:1:pos:R:3:lowdin_charge:R:1 method="wB97M-V/def2-TZVPD" homo_lumo_gap_ev=10.10 smiles="N=C=N.C#CO" charge=0 e_above_lowest_kcal_mol=78.45
N -1.94758 0.23882 0.68725 0.168
C -0.97886 0.93129 0.43841 -0.360
N 0.02619 1.64500 0.34420 0.122
H -2.21721 -0.48213 0.02893 0.074
H -0.13486 2.54650 -0.09310 0.086
C 0.38434 -1.75235 -0.70530 0.075
C 1.23522 -1.03320 -0.24629 -0.316
O 2.17206 -0.27098 0.25057 0.047
H -0.32246 -2.43857 -1.11172 0.021
H 1.78316 0.61560 0.40706 0.081

---

Record 11
10
Properties=species:S:1:pos:R:3:lowdin_charge:R:1 method="wB97M-V/def2-TZVPD" homo_lumo_gap_ev="8.36 / 9.73" charge=0 e_above_lowest_kcal_mol=143.59
C 0.25460 1.39962 -1.14867 -0.163
C 0.84233 0.09696 1.24611 -0.042
C 0.11528 0.55104 0.01157 -0.204
N 0.18448 2.22864 -1.93960 0.174
N -0.83278 -1.31305 -1.13990 0.085
O -0.47196 0.71359 1.25783 0.000
H 0.69681 -0.97929 1.56913 0.129
H 1.59060 0.60789 1.75568 0.086
H -1.83850 -1.20519 -0.96301 -0.004
H -0.54086 -2.10022 -0.64914 -0.061

---

Record 12
10
Properties=species:S:1:pos:R:3:lowdin_charge:R:1 method="wB97M-V/def2-TZVPD" homo_lumo_gap_ev=11.70 smiles="[H]/N=C/OCC#N" charge=0 e_above_lowest_kcal_mol=40.49
H -2.93467 0.42852 0.39300 0.056
N -2.06687 0.01597 0.04222 0.118
C -1.09857 0.64793 0.53789 -0.322
O 0.20606 0.41856 0.33060 -0.077
C 0.74529 -0.59587 -0.50741 -0.161
C 2.18830 -0.35034 -0.29300 -0.169
N 3.22520 0.03779 0.04276 0.159
H -1.16329 1.49417 1.22487 0.136
H 0.45094 -0.48770 -1.55798 0.131
H 0.44762 -1.60903 -0.21296 0.130

---

Record 13
10
Properties=species:S:1:pos:R:3:lowdin_charge:R:1 method="wB97M-V/def2-TZVPD" homo_lumo_gap_ev=12.13 smiles="[H]/N=C1/CO1.C#N" charge=0 e_above_lowest_kcal_mol=67.12
H 1.06409 2.19181 0.12370 0.081
N 0.85554 1.19689 0.04591 0.142
C -0.37587 0.96723 0.10981 -0.470
C -1.50291 0.08029 0.10496 0.010
O -1.55823 1.56470 0.24637 0.071
H -1.78024 -0.46049 1.00616 0.117
H -1.90675 -0.29012 -0.83372 0.117
C 1.74504 -1.72701 -0.26656 -0.099
N 1.76615 -2.87733 -0.36518 0.034
H 1.69318 -0.64597 -0.17145 -0.003

---

Record 14
10
Properties=species:S:1:pos:R:3:lowdin_charge:R:1 method="wB97M-V/def2-TZVPD" homo_lumo_gap_ev=9.44 smiles=Oc1ccn[nH]1 charge=0 e_above_lowest_kcal_mol=28.97
O 1.93939 -0.38267 0.36604 0.086
C 0.63302 -0.12180 0.14041 -0.406
C -0.56705 -0.18002 0.81037 -0.023
C -1.49253 0.21923 -0.19055 -0.179
N -0.91763 0.48826 -1.35725 0.025
N 0.39595 0.27344 -1.10898 0.017
H 2.10919 -0.44395 1.30777 0.114
H -0.74513 -0.46547 1.83653 0.094
H -2.56939 0.31446 -0.08608 0.099
H 1.21420 0.29852 -1.71825 0.173

---

Record 15
10
Properties=species:S:1:pos:R:3:lowdin_charge:R:1 method="wB97M-V/def2-TZVPD" homo_lumo_gap_ev=8.84 charge=0 e_above_lowest_kcal_mol=105.73
C -0.28875 0.16899 -1.00651 -0.026
N 0.49852 -0.25058 0.97950 0.009
C 0.41366 -0.95209 -0.28898 -0.399
C -0.37924 0.89163 0.38821 -0.280
N 0.83254 1.18704 0.90545 0.018
O 0.65461 -2.10058 -0.48267 0.143
H 0.49328 -0.69240 1.89097 0.169
H 0.34023 0.73326 -1.69609 0.117
H -1.21060 -0.15543 -1.48812 0.115
H -1.35424 1.17016 0.79824 0.133

---

Record 16
10
Properties=species:S:1:pos:R:3:lowdin_charge:R:1 method="wB97M-V/def2-TZVPD" homo_lumo_gap_ev=9.54 smiles=Nc1ccno1 charge=0 e_above_lowest_kcal_mol=89.31
N 1.82880 -0.00223 -0.40286 0.094
C 0.49687 -0.31114 -0.10889 -0.167
C -0.52116 0.46300 -0.48253 -0.075
C -1.70009 0.17768 0.31274 -0.152
N -1.55689 -0.87080 1.07135 -0.025
O -0.30200 -1.32323 1.03591 -0.089
H 2.56044 -0.64853 -0.15880 0.090
H 2.11056 0.94099 -0.13446 0.104
H -0.27188 0.86326 -1.46233 0.117
H -2.64466 0.71099 0.32986 0.103

---

Record 17
10
Properties=species:S:1:pos:R:3:lowdin_charge:R:1 method="wB97M-V/def2-TZVPD" homo_lumo_gap_ev=8.76 charge=0 e_above_lowest_kcal_mol=125.81
O 1.15446 -1.12771 1.30508 0.129
C 0.48728 -0.91885 0.21663 -0.145
C -0.29233 -1.12055 -0.77932 -0.135
N -1.14460 -0.05808 -0.40627 0.029
C -0.64246 1.20733 -0.27913 -0.370
N 0.41801 1.46119 0.39362 0.084
H 1.02492 -2.04375 1.60196 0.142
H -0.45244 -1.81269 -1.60174 0.109
H -1.25556 1.97590 -0.76581 0.110
H 0.70272 2.43720 0.31499 0.047

---

Record 18
11
Properties=species:S:1:pos:R:3:lowdin_charge:R:1 method="wB97M-V/def2-TZVPD" homo_lumo_gap_ev=8.07 charge=0 e_above_lowest_kcal_mol=100.30
N 0.62248 0.65266 1.45524 0.169
C 0.24586 0.30782 0.08544 -0.398
C 1.26715 -0.30465 -0.56342 -0.053
O 0.61603 -0.96609 -1.61139 0.004
C -0.73930 -0.84988 -1.51622 -0.549
O -1.52508 -1.26730 -2.32541 0.099
N -1.02649 -0.14042 -0.33448 0.133
H 0.47201 1.62047 1.75477 0.155
H 0.25245 0.02124 2.17427 0.163
H 1.63765 0.44907 1.31862 0.133
H -1.82276 0.47708 -0.43743 0.144

---

Record 19
11
Properties=species:S:1:pos:R:3:lowdin_charge:R:1 method="wB97M-V/def2-TZVPD" homo_lumo_gap_ev=10.10 smiles="C=NN(C=O)C=O" charge=0 e_above_lowest_kcal_mol=100.26
C -0.71848 1.68802 -0.04277 0.040
N 0.28504 1.01484 0.30772 0.053
N 0.35301 -0.31120 0.16243 -0.076
C -0.74276 -1.05764 -0.05811 -0.228
O -1.93799 -0.74933 0.11350 0.012
C 1.62405 -0.63579 0.02462 -0.316
O 2.59498 0.07759 -0.01555 0.093
H -0.82960 2.67705 -0.25616 0.045
H -1.72004 1.16105 -0.26805 0.097
H -0.63868 -2.14842 -0.08851 0.143
H 1.73045 -1.71617 0.12088 0.136

---

Record 20
11
Properties=species:S:1:pos:R:3:lowdin_charge:R:1 method="wB97M-V/def2-TZVPD" homo_lumo_gap_ev="9.01 / 7.78" charge=0 e_above_lowest_kcal_mol=159.43
C 1.13176 -1.99244 -0.06082 -0.253
C -0.37819 -0.09260 -0.22745 -0.098
C 0.73094 -0.78059 0.46536 -0.150
N 1.24690 -3.04930 -0.53021 0.174
N 2.67075 0.61811 -0.00079 -0.247
O 3.61526 0.39716 0.65714 0.119
O 2.35641 1.46541 -0.81089 0.071
H -0.06233 0.93404 -0.32732 0.066
H -1.37884 -0.31649 0.29901 0.131
H -0.42202 -0.41050 -1.21425 0.056
H 0.71532 -0.51750 1.54697 0.131